Below is a single C4H7N3 molecule, with properties calculated with ωB97M-V/def2-TZVPD.

XYZ file:
```
14
Properties=species:S:1:pos:R:3
N -1.56 0.92 1.71
N 1.99 -0.77 -1.47
N -0.40 -0.90 -1.05
C -0.68 0.40 0.71
C 0.70 0.43 0.39
C -1.35 -0.40 -0.14
C 0.85 -0.40 -0.71
H 1.49 0.97 0.90
H 2.43 0.03 -1.92
H -2.11 1.73 1.46
H -0.48 -1.55 -1.83
H 2.70 -1.21 -0.90
H -1.18 1.04 2.61
H -2.39 -0.28 0.24
```

As for the spin multiplicity: 1. Its SMILES is Nc1c[nH]c(N)c1. The HOMO energy is -0.2851 Ha. The relative energy (zero: lowest compared OMol25 entry of this formula, charge and spin) is 113.8 kJ/mol. The HOMO-LUMO gap comes out at 8.81 eV.

Here are the Löwdin charges for atoms 1 to 8, given in e:
1. N 0.043
2. N 0.068
3. N 0.076
4. C -0.376
5. C 0.001
6. C -0.088
7. C -0.377
8. H 0.096